1.
# C11H15N

2 unconnected molecules or ions with the total composition C11H15N (the ωB97M-V functional and the def2-TZVPD basis, the OMol25 dataset).

The structure (SMILES) is Cc1c[nH]c2ccccc12.CC. The value obtained for the gap between HOMO and LUMO is 8.810 eV.

Positions of all 27 atoms, in Å:
C (3.049, -0.332, -1.874)
C (3.324, -1.270, -0.711)
H (3.701, -0.763, -2.693)
H (1.986, -0.253, -2.182)
H (3.254, 0.713, -1.810)
H (3.913, -0.793, 0.111)
H (4.015, -2.166, -1.047)
H (2.438, -1.755, -0.227)
C (-1.614, -0.986, 2.993)
C (-1.605, 0.184, 0.576)
C (-1.292, 0.067, 1.981)
C (-1.007, 1.462, 0.075)
C (-0.485, 1.117, 2.257)
C (-2.213, -0.611, -0.337)
C (-2.225, -0.392, -1.709)
C (-1.524, 0.800, -2.162)
C (-0.927, 1.677, -1.305)
N (-0.286, 1.961, 1.167)
H (-2.699, -1.506, 0.097)
H (-2.763, -0.949, -2.435)
H (-1.537, 0.986, -3.234)
H (-0.892, -1.832, 2.768)
H (-2.605, -1.347, 2.673)
H (-0.014, 1.367, 3.206)
H (-0.133, 2.934, 1.470)
H (-0.387, 2.524, -1.714)
H (-1.473, -0.837, 4.066)


2.
# C11H15N

2 unconnected molecules or ions with the total composition C11H15N (the ωB97M-V functional and the def2-TZVPD basis, the OMol25 dataset).

The structure (SMILES) is C1NC[C@H]2C[C@@H]12.C#C/C=C/C=C. The value obtained for the gap between HOMO and LUMO is 8.578 eV.

Positions of all 27 atoms, in Å:
C (-2.111, 1.156, -2.058)
C (-1.723, -0.080, -0.186)
C (-0.373, 0.121, -0.830)
C (-0.205, -0.621, -2.121)
C (-0.659, 0.840, -2.106)
C (3.259, -1.511, 0.093)
C (2.183, -1.350, 0.878)
C (1.864, -0.146, 1.613)
C (0.710, 0.040, 2.324)
C (0.250, 0.940, 3.307)
C (-0.272, 1.683, 4.104)
H (-2.268, 2.129, -1.556)
H (-2.548, 1.220, -3.046)
H (-2.819, -0.763, -1.781)
H (-1.819, 0.687, 0.606)
H (-1.859, -1.065, 0.300)
H (0.434, 0.441, -0.221)
H (-0.929, -1.418, -2.353)
H (0.818, -0.800, -2.499)
H (0.012, 1.600, -2.490)
H (3.479, -2.451, -0.405)
H (3.947, -0.677, -0.039)
H (1.434, -2.144, 0.987)
H (2.535, 0.717, 1.501)
H (0.049, -0.825, 2.248)
H (-0.661, 2.175, 4.980)
N (-2.727, 0.102, -1.250)


3.
# C11H15N

2 unconnected molecules or ions with the total composition C11H15N (the ωB97M-V functional and the def2-TZVPD basis, the OMol25 dataset).

The structure (SMILES) is Cc1c[nH]c2ccccc12.CC. The value obtained for the gap between HOMO and LUMO is 8.760 eV.

Positions of all 27 atoms, in Å:
C (-1.659, 0.892, 1.986)
C (-2.852, 1.018, 1.028)
H (-1.541, -0.126, 2.352)
H (-0.711, 1.196, 1.541)
H (-1.777, 1.620, 2.791)
H (-2.589, 1.710, 0.228)
H (-3.789, 1.133, 1.564)
H (-2.973, 0.103, 0.448)
C (3.341, -0.570, 0.695)
C (1.061, -0.605, -0.592)
C (2.178, 0.059, 0.006)
C (0.188, 0.380, -1.087)
C (1.979, 1.388, -0.213)
C (-0.467, -2.310, -1.360)
C (-1.356, -1.305, -1.774)
C (0.752, -1.945, -0.820)
C (-1.047, 0.029, -1.644)
N (0.747, 1.593, -0.783)
H (-0.737, -3.344, -1.494)
H (-2.360, -1.510, -2.123)
H (1.329, -2.745, -0.362)
H (-1.749, 0.832, -1.825)
H (2.973, -1.060, 1.602)
H (4.090, 0.183, 0.941)
H (2.690, 2.193, -0.093)
H (0.392, 2.477, -1.097)
H (3.887, -1.290, 0.083)


It is 3 that is most stable; the runner-up trails by 0.0399 hartree.


1.
# C7H25NO5

5 unconnected molecules or ions with the total composition C7H25NO5 (the ωB97M-V functional and the def2-TZVPD basis, the OMol25 dataset).

The structure (SMILES) is COC[C@H](C)N.CC(C)O.O.O.O. The value obtained for the gap between HOMO and LUMO is 9.900 eV.

Positions of all 38 atoms, in Å:
C (2.339, -3.838, 0.900)
C (2.955, -2.423, 0.943)
C (4.450, -2.423, 0.875)
O (2.479, -1.748, -0.166)
H (1.346, -3.912, 0.457)
H (2.315, -4.278, 1.897)
H (2.915, -4.454, 0.209)
H (2.759, -1.835, 1.839)
H (4.817, -3.046, 0.059)
H (4.871, -2.867, 1.777)
H (4.903, -1.439, 0.754)
H (2.702, -2.171, -0.998)
O (2.802, 5.312, -4.842)
H (1.989, 5.809, -4.758)
H (2.905, 5.178, -5.784)
O (8.045, 4.718, -4.039)
H (7.204, 4.276, -3.923)
H (8.583, 4.404, -3.312)
O (4.223, 2.773, -1.280)
H (3.545, 2.224, -0.886)
H (3.779, 3.225, -1.998)
C (-5.335, 1.688, 1.387)
C (-4.480, 0.483, 1.253)
C (-5.120, -0.713, 0.551)
O (-5.977, -1.520, 1.348)
C (-5.354, -2.524, 2.225)
N (-3.373, 1.019, 0.417)
H (-4.926, 2.392, 2.111)
H (-6.317, 1.472, 1.810)
H (-5.419, 2.130, 0.394)
H (-4.196, 0.048, 2.211)
H (-4.386, -1.411, 0.149)
H (-5.650, -0.296, -0.305)
H (-5.957, -2.666, 3.122)
H (-4.341, -2.373, 2.600)
H (-5.418, -3.548, 1.858)
H (-2.580, 0.394, 0.426)
H (-3.097, 1.943, 0.718)


2.
# C7H25NO5

6 unconnected molecules or ions with the total composition C7H25NO5 (the ωB97M-V functional and the def2-TZVPD basis, the OMol25 dataset).

The structure (SMILES) is C/C=C/CCCCN.O.O.O.O.O. The value obtained for the gap between HOMO and LUMO is 9.065 eV.

Positions of all 38 atoms, in Å:
C (1.212, 0.761, 2.766)
C (1.365, -0.358, 1.633)
C (1.719, 0.223, 0.173)
C (0.402, 0.459, -0.729)
C (-0.091, -0.767, -1.293)
C (-1.392, -0.866, -1.559)
C (-1.879, -2.168, -2.092)
N (-0.063, 0.549, 3.386)
H (2.042, 0.782, 3.508)
H (1.211, 1.852, 2.504)
H (0.281, -0.810, 1.539)
H (2.060, -1.104, 1.937)
H (2.406, -0.471, -0.393)
H (2.114, 1.307, 0.317)
H (0.876, 1.052, -1.706)
H (-0.264, 1.075, -0.313)
H (0.521, -1.693, -1.471)
H (-2.200, -0.113, -1.225)
H (-1.182, -3.048, -1.742)
H (-2.924, -2.408, -1.780)
H (-1.843, -2.247, -3.202)
H (-0.950, 0.575, 2.958)
H (-0.132, 0.652, 4.308)
H (-1.502, -3.487, 2.756)
H (-1.670, -3.168, 1.382)
O (-2.172, -2.940, 2.210)
H (1.723, -3.624, 0.852)
H (0.578, -2.966, 1.829)
O (0.950, -3.735, 1.420)
H (-0.498, 3.658, -2.597)
H (0.888, 3.158, -3.120)
O (0.416, 3.758, -2.522)
H (-2.364, 1.278, -3.596)
H (-1.170, 0.787, -3.317)
O (-1.526, 1.523, -3.908)
H (1.380, 3.804, -0.245)
H (0.353, 4.355, 0.778)
O (1.325, 4.362, 0.553)


It is 1 that is most stable; the runner-up trails by 0.0588 hartree.


1.
# C6H10S2

C6H10S2 in the gas phase (the ωB97M-V functional and the def2-TZVPD basis, the OMol25 dataset).

The structure (SMILES) is C[C@@H]1SC[C@@H]2C[C@H]2S1. The value obtained for the gap between HOMO and LUMO is 8.821 eV.

Positions of all 18 atoms, in Å:
C (2.493, -0.689, 0.637)
C (1.533, -0.303, -0.536)
C (-0.622, 1.636, 0.075)
C (-1.452, 0.512, -0.508)
C (-2.359, -0.483, 0.072)
C (-1.080, -0.787, 0.122)
H (2.222, -0.456, 1.815)
H (2.619, -1.830, 0.389)
H (3.336, 0.063, 0.201)
H (1.966, -0.611, -1.382)
H (-1.021, 2.508, -0.253)
H (-0.600, 1.681, 1.132)
H (-1.685, 0.584, -1.622)
H (-2.994, -0.316, 1.133)
H (-2.895, -0.701, -0.764)
H (-0.598, -0.844, 1.115)
S (0.968, 1.526, -0.712)
S (0.169, -1.489, -0.914)


2.
# C6H10S2

C6H10S2 in the gas phase (the ωB97M-V functional and the def2-TZVPD basis, the OMol25 dataset).

The value obtained for the gap between HOMO and LUMO is 7.990 eV.

Positions of all 18 atoms, in Å:
C (-1.733, 1.338, -0.540)
C (-0.445, 1.235, 0.020)
C (0.644, 0.257, -0.587)
C (0.372, -0.807, 0.333)
C (1.531, -1.784, 0.706)
C (0.094, 0.406, 1.151)
H (-1.871, 1.777, -1.577)
H (-2.389, 1.885, 0.248)
H (-2.246, 0.303, -0.789)
H (0.144, 2.230, 0.023)
H (1.548, 0.671, -0.402)
H (-0.981, -0.446, -2.114)
H (-0.552, -1.512, 0.625)
H (1.139, -2.839, 1.344)
H (2.191, -1.085, 1.379)
H (2.082, -2.099, -0.279)
S (0.336, -0.128, -2.335)
S (0.136, 0.600, 2.793)


3.
# C6H10S2

C6H10S2 in the gas phase (the ωB97M-V functional and the def2-TZVPD basis, the OMol25 dataset).

The structure (SMILES) is C[C@H]1C(=S)[C@H](C)C1S. The value obtained for the gap between HOMO and LUMO is 8.325 eV.

Positions of all 18 atoms, in Å:
C (-0.286, -2.279, -0.278)
C (0.139, -1.115, 0.595)
C (-0.715, 0.193, 0.729)
C (0.190, 0.956, -0.312)
C (0.564, 2.351, -0.006)
C (1.222, -0.158, -0.028)
H (-1.134, -2.864, 0.006)
H (0.676, -2.880, -0.342)
H (-0.535, -1.840, -1.315)
H (0.619, -1.556, 1.589)
H (-0.875, 0.619, 1.729)
H (-2.062, -0.145, -1.277)
H (-0.015, 0.898, -1.386)
H (1.245, 2.735, -0.838)
H (1.058, 2.397, 0.990)
H (-0.502, 2.762, 0.063)
S (-2.416, 0.149, 0.033)
S (2.827, -0.223, 0.048)


It is 3 that is most stable; the runner-up trails by 0.0940 hartree.


1.
# C4H12N2S

C4H12N2S in the gas phase (the ωB97M-V functional and the def2-TZVPD basis, the OMol25 dataset).

The structure (SMILES) is NCNCCCS. The value obtained for the gap between HOMO and LUMO is 9.369 eV.

Positions of all 19 atoms, in Å:
C (-0.394, 0.059, 0.632)
N (0.803, 0.138, -0.204)
C (2.012, 0.812, 0.267)
N (1.836, 1.995, 1.138)
C (-1.113, -1.241, 0.412)
C (-1.479, -1.624, -1.043)
S (-2.370, -0.306, -1.939)
H (-1.054, 0.885, 0.354)
H (-0.138, 0.139, 1.684)
H (0.690, 0.403, -1.174)
H (2.709, 0.141, 0.780)
H (2.496, 1.183, -0.626)
H (1.260, 1.865, 1.950)
H (1.573, 2.739, 0.522)
H (-2.067, -1.261, 0.951)
H (-0.592, -2.095, 0.862)
H (-2.187, -2.451, -1.035)
H (-0.602, -2.013, -1.558)
H (-1.382, 0.632, -1.974)


2.
# C4H12N2S

2 unconnected molecules or ions with the total composition C4H12N2S (the ωB97M-V functional and the def2-TZVPD basis, the OMol25 dataset).

The value obtained for the gap between HOMO and LUMO is 5.471 eV.

Positions of all 19 atoms, in Å:
C (-0.894, 0.474, -0.270)
N (-1.092, -0.560, 0.730)
C (0.152, -1.146, 0.980)
C (1.228, -0.009, 1.463)
S (2.354, 0.587, 0.248)
C (-0.487, -0.139, -1.680)
N (-1.430, -1.282, -1.897)
H (-0.139, 1.225, 0.039)
H (-1.804, 1.038, -0.450)
H (1.114, 3.016, 0.894)
H (0.234, -1.791, 1.852)
H (0.585, -1.691, 0.127)
H (1.822, -0.415, 2.289)
H (0.558, 0.787, 1.790)
H (-0.715, 0.650, -2.394)
H (0.584, -0.328, -1.686)
H (-0.962, -1.991, -2.450)
H (0.543, 3.156, 1.365)
H (-1.653, -1.580, -0.951)


3.
# C4H12N2S

C4H12N2S in the gas phase (the ωB97M-V functional and the def2-TZVPD basis, the OMol25 dataset).

The structure (SMILES) is NCCNCCS. The value obtained for the gap between HOMO and LUMO is 9.410 eV.

Positions of all 19 atoms, in Å:
C (0.772, -0.468, -0.264)
N (-0.641, -0.009, -0.075)
C (-0.714, 1.215, 0.728)
C (-1.200, 0.723, 2.185)
S (-0.019, 0.203, 3.455)
C (0.813, -1.220, -1.568)
N (0.745, -0.347, -2.796)
H (1.394, 0.485, -0.416)
H (0.968, -1.095, 0.537)
H (1.278, -0.159, 2.942)
H (-1.730, 1.589, 0.329)
H (0.282, 1.864, 0.800)
H (-2.032, 1.376, 2.504)
H (-1.689, -0.278, 2.027)
H (0.027, -2.087, -1.594)
H (1.926, -1.571, -1.517)
H (0.845, 0.646, -2.945)
H (-1.010, -0.315, -1.027)
H (-0.015, -0.553, -3.305)


4.
# C4H12N2S

A molecular structure, C4H12N2S (the ωB97M-V functional and the def2-TZVPD basis, the OMol25 dataset).

The value obtained for the gap between HOMO and LUMO is 4.766 eV.

Positions of all 19 atoms, in Å:
C (2.282, 1.108, 0.428)
N (1.525, 1.121, -0.770)
C (0.395, 0.343, -0.733)
C (-0.794, 0.775, 0.176)
S (-2.284, -0.082, -0.157)
C (0.784, -1.145, -0.295)
N (1.453, -1.343, 0.903)
H (2.143, 1.974, 1.078)
H (3.333, 1.007, 0.156)
H (2.190, -0.230, 0.981)
H (1.839, 1.718, -1.527)
H (0.031, 0.232, -1.756)
H (-0.822, 1.860, 0.003)
H (-0.518, 0.729, 1.237)
H (-4.902, -3.076, 1.367)
H (-4.556, -2.485, 1.634)
H (1.352, -1.529, -1.143)
H (-0.250, -1.576, -0.333)
H (0.765, -1.294, 1.660)


It is 1 that is most stable; the runner-up trails by 0.1067 hartree.